Density functional theory data (ωB97M-V/def2-TZVPD) for C30H37BrCoN7OS as an isolated structure.

The spin multiplicity is 2. For the relative energy (zero: lowest compared OMol25 entry of this formula, charge and spin), the calculation gives 0.00 kcal per mole. The net charge is -1. The HOMO energy (spin up / spin down) is -0.11631 / -0.10786 hartree. The orbital gap (spin up / spin down) comes out at 5.3844 / 5.1545 eV. For the LUMO energy (spin up / spin down), the calculation gives 2.219 / 2.219 eV. The maximum force is 0.183 eV/Å.

Positions of all 78 atoms, in Å:
1 Co -1.004 0.991 0.804
2 O 4.957 -0.507 2.000
3 C 3.671 -0.174 1.704
4 C 2.869 0.570 2.560
5 C 1.576 0.846 2.170
6 N 1.044 0.440 1.006
7 C 1.837 -0.250 0.206
8 Br 1.160 -0.818 -1.463
9 C 3.150 -0.594 0.495
10 H 5.183 -0.141 2.861
11 H 3.236 0.929 3.514
12 H 0.899 1.418 2.795
13 H 3.745 -1.166 -0.201
14 C -4.214 -0.015 1.916
15 N -3.939 1.160 1.134
16 C -4.940 2.205 1.231
17 C -4.268 3.315 0.444
18 N -2.889 3.156 0.873
19 C -2.650 1.788 1.263
20 S -1.717 1.608 2.896
21 H -5.158 -0.456 1.579
22 H -4.288 0.212 2.991
23 H -3.411 -0.738 1.778
24 H -5.099 2.514 2.280
25 H -5.894 1.882 0.808
26 H -4.660 4.306 0.687
27 H -4.409 3.138 -0.632
28 H -2.197 3.462 0.204
29 C -0.955 -3.204 4.743
30 C -0.386 -1.811 4.547
31 N -0.557 -1.365 3.184
32 C -0.937 -2.151 2.135
33 N -1.283 -1.566 1.037
34 C -1.664 -2.420 -0.079
35 C -2.419 -3.643 0.425
36 C -1.527 -4.419 1.373
37 N -0.904 -3.521 2.331
38 C -0.460 -4.069 3.596
39 H -2.047 -3.174 4.721
40 H -0.639 -3.615 5.704
41 H 0.680 -1.827 4.815
42 H -0.872 -1.088 5.206
43 H -0.867 -0.389 3.051
44 H -0.757 -2.783 -0.589
45 H -1.987 -0.653 -1.240
46 H -2.728 -4.286 -0.403
47 H -3.320 -3.305 0.947
48 H -0.763 -4.967 0.807
49 H -2.110 -5.163 1.928
50 H 0.636 -4.139 3.636
51 H -0.848 -5.086 3.674
52 N -0.925 1.690 -0.924
53 C -1.038 2.244 -2.039
54 C -0.364 3.563 -2.352
55 C 0.752 3.939 -1.604
56 C 1.378 5.155 -1.820
57 C 0.895 6.031 -2.786
58 C -0.219 5.674 -3.529
59 C -0.839 4.449 -3.317
60 C -1.878 1.635 -3.140
61 C -3.133 1.124 -2.815
62 C -3.914 0.497 -3.773
63 C -3.447 0.356 -5.075
64 C -2.195 0.855 -5.409
65 C -1.423 1.498 -4.450
66 H 1.092 3.252 -0.838
67 H 2.246 5.427 -1.229
68 H 1.381 6.985 -2.952
69 H -0.614 6.354 -4.276
70 H -1.712 4.181 -3.901
71 H -3.467 1.205 -1.785
72 H -4.888 0.106 -3.501
73 H -4.053 -0.141 -5.823
74 H -1.819 0.742 -6.419
75 H -0.449 1.893 -4.717
76 C -2.474 -1.614 -1.075
77 H -3.473 -1.405 -0.680
78 H -2.573 -2.140 -2.028

Forces on atoms 1 to 6 (eV/Å):
Co -0.114 0.034 -0.139
O 0.007 0.005 0.006
C -0.012 -0.006 -0.004
C -0.010 0.000 -0.016
C -0.011 0.046 0.010
N 0.021 -0.041 0.060



Density functional theory data (ωB97M-V/def2-TZVPD) for C42H58BrN6OSbSi2Ti as an isolated structure at a distorted geometry.

The spin multiplicity is 2. The net charge is +1. The HOMO energy (spin up / spin down) is -0.36085 / -0.36095 hartree. The orbital gap (spin up / spin down) comes out at 6.4855 / 6.3005 eV. For the LUMO energy (spin up / spin down), the calculation gives -3.334 / -3.521 eV. The maximum force is 2.537 eV/Å.

Positions of all 112 atoms, in Å:
1 Ti -0.609 -0.451 0.617
2 Br 1.928 -4.168 -5.181
3 C 2.843 -4.434 -3.556
4 C 3.006 -5.719 -3.067
5 C 3.651 -5.902 -1.846
6 C 4.074 -4.807 -1.110
7 C 3.946 -3.527 -1.635
8 C 3.335 -3.338 -2.866
9 N 4.695 -5.088 0.177
10 N 4.509 -4.318 1.137
11 C 3.539 -3.231 1.069
12 C 3.892 -2.089 1.715
13 C 3.080 -0.932 1.707
14 C 1.909 -0.934 1.034
15 O 1.100 0.141 0.924
16 C 1.476 -2.146 0.414
17 N 0.260 -2.105 -0.246
18 C -0.171 -3.195 -0.821
19 C 0.485 -4.430 -0.695
20 C 1.661 -4.497 -0.023
21 C 2.251 -3.315 0.479
22 H 2.646 -6.567 -3.635
23 H 3.795 -6.897 -1.429
24 H 4.341 -2.675 -1.089
25 H 3.233 -2.342 -3.281
26 H 4.860 -2.075 2.208
27 H 3.387 -0.029 2.223
28 H -1.098 -3.115 -1.375
29 H 0.041 -5.318 -1.132
30 H 2.140 -5.454 0.138
31 C -3.281 0.715 -2.542
32 Si -2.062 1.539 -1.418
33 C -2.208 3.363 -1.655
34 C -0.366 0.953 -2.039
35 C -2.247 0.795 0.282
36 Si -2.372 1.724 1.898
37 C -3.894 1.137 2.781
38 C -2.387 3.563 1.818
39 C -0.979 1.210 3.097
40 H -3.149 1.062 -3.575
41 H -4.319 0.933 -2.243
42 H -3.150 -0.372 -2.528
43 H -1.884 3.613 -2.676
44 H -1.599 3.943 -0.948
45 H -3.254 3.684 -1.547
46 H -0.315 0.912 -3.135
47 H -0.141 -0.055 -1.676
48 H 0.429 1.611 -1.688
49 H -3.176 0.213 0.246
50 H -4.819 1.462 2.279
51 H -3.915 1.525 3.809
52 H -3.908 0.036 2.836
53 H -3.208 3.936 1.189
54 H -1.445 3.952 1.421
55 H -2.521 3.967 2.832
56 H -1.361 0.498 3.835
57 H -0.622 2.091 3.644
58 H -0.096 0.788 2.617
59 C 2.459 5.779 -1.413
60 C 1.205 5.108 -0.835
61 C 0.325 6.157 -0.142
62 Sb 1.549 3.346 0.426
63 C 2.287 4.236 2.257
64 C 2.766 3.116 3.195
65 C 1.195 5.063 2.953
66 C 3.453 2.818 -0.516
67 C 4.622 2.598 0.449
68 C 3.272 1.618 -1.452
69 H 2.180 6.721 -1.907
70 H 2.954 5.165 -2.168
71 H 3.190 6.025 -0.632
72 H 0.635 4.672 -1.660
73 H 0.914 6.756 0.561
74 H -0.520 5.727 0.406
75 H -0.091 6.849 -0.886
76 H 3.128 4.885 1.994
77 H 1.918 2.498 3.517
78 H 3.224 3.544 4.096
79 H 3.507 2.460 2.732
80 H 0.363 4.422 3.271
81 H 0.787 5.853 2.320
82 H 1.603 5.543 3.853
83 H 3.687 3.689 -1.123
84 H 4.494 1.688 1.047
85 H 4.767 3.442 1.126
86 H 5.552 2.477 -0.122
87 H 2.912 0.733 -0.920
88 H 4.233 1.356 -1.921
89 H 2.570 1.835 -2.262
90 C -2.550 -2.978 3.507
91 C -1.575 -2.233 2.888
92 N -1.687 -1.842 1.623
93 C -2.745 -2.252 0.898
94 C -3.791 -2.980 1.451
95 C -3.680 -3.314 2.791
96 C -5.063 -3.313 0.751
97 C -5.420 -3.430 -0.522
98 C -4.684 -3.404 -1.812
99 C -5.351 -3.873 -2.933
100 C -4.683 -3.854 -4.140
101 N -3.431 -3.398 -4.253
102 C -2.876 -2.973 -3.121
103 N -3.429 -2.957 -1.907
104 H -2.438 -3.259 4.550
105 H -0.687 -1.922 3.411
106 H -2.778 -1.997 -0.144
107 H -4.493 -3.849 3.277
108 H -5.875 -3.488 1.453
109 H -6.469 -3.668 -0.665
110 H -6.367 -4.240 -2.864
111 H -5.158 -4.204 -5.053
112 H -1.862 -2.588 -3.200

Forces on atoms 1 to 6 (eV/Å):
Ti -1.465 2.012 -0.493
Br -0.041 0.020 -0.084
C -0.088 -0.145 0.031
C 0.128 -0.132 0.169
C -0.021 -0.156 -0.100
C 0.531 -0.285 0.041